# 1
Entry from the OMol25 dataset: C2H5NS2 as an isolated structure in a non-equilibrium geometry (ωB97M-V/def2-TZVPD).

Orbital gap   0.3155 hartree
ΔE to the lowest compared entry with this formula, charge and spin   100.8 kcal per mole
LUMO   -0.53 eV

```
! wB97M-V def2-TZVPD RIJCOSX def2/J DEFGRID3
* xyz 0 1
C 1.15217 -0.96486 1.18581
C -1.45690 0.86750 -1.00491
H 1.98735 -1.83675 0.67570
H 0.01546 -1.36255 0.82785
H 0.97732 -1.02473 2.52723
H 0.41702 0.64303 -1.63625
H -1.61725 1.12135 0.18521
N -0.02923 1.09458 -0.87824
S 0.95066 0.80889 0.53088
S -2.39660 0.65356 -2.41327
*
```


# 2
Entry from the OMol25 dataset: C37H62BrN12O2Ti as an isolated structure (ωB97M-V/def2-TZVPD).

Orbital gap   0.2177 hartree
ΔE to the lowest compared entry with this formula, charge and spin   24.6 kcal per mole
LUMO   -8.70 eV

```
! wB97M-V def2-TZVPD RIJCOSX def2/J DEFGRID3
* xyz 3 1
Ti -0.30666 -0.35787 -0.37000
C 3.32155 -0.39340 1.91471
N 2.25630 -1.39857 1.82636
C 2.12045 -2.14408 3.07413
C 2.19290 -2.12203 0.64387
N 1.53967 -1.59036 -0.38576
C 1.97956 -2.05889 -1.71446
C 1.54924 -1.08599 -2.78511
N 0.12554 -0.74315 -2.56912
C -0.73703 -1.89436 -2.98031
C -1.84294 -2.15882 -1.97897
N -1.29445 -2.19385 -0.60645
C -1.43636 -3.37354 0.04474
N -1.40091 -3.47520 1.38124
C -1.06267 -4.74023 2.04391
C -1.70573 -2.38764 2.29606
N -1.68318 -4.54377 -0.60825
C -2.74346 -5.44919 -0.15664
C -0.99100 -5.00632 -1.80245
C -0.26216 0.43335 -3.36496
C -1.58674 0.94667 -2.86124
N -1.67780 0.80943 -1.38058
C -2.74838 1.53828 -0.87854
N -2.94710 2.80201 -1.27838
C -4.27856 3.37642 -1.48869
C -1.86263 3.73502 -1.56740
N -3.62395 0.98831 -0.03039
C -4.04287 -0.40860 -0.12140
C -4.47524 1.79318 0.85183
N 2.80059 -3.32271 0.57564
C 2.19597 -4.48303 -0.06915
C 4.00720 -3.64111 1.34291
H 4.24362 -0.83609 2.30151
H 3.01679 0.38539 2.60900
H 3.51443 0.04091 0.93564
H 1.76126 -1.44998 3.83495
H 3.05761 -2.57184 3.43593
H 1.38942 -2.93941 2.95335
H 1.58943 -3.04895 -1.94938
H 3.06845 -2.14881 -1.72448
H 1.68262 -1.52581 -3.77805
H 2.14129 -0.17545 -2.74115
H -0.10291 -2.76889 -3.07183
H -1.15628 -1.70624 -3.97090
H -2.33475 -3.09128 -2.23910
H -2.59871 -1.37929 -2.04071
H -1.95394 -5.28111 2.36106
H -0.47554 -4.51463 2.93152
H -0.47465 -5.37074 1.38315
H -2.42234 -1.70565 1.84738
H -0.80184 -1.84506 2.57054
H -2.14400 -2.82010 3.19461
H -3.34855 -4.97331 0.61024
H -2.34256 -6.38918 0.22511
H -3.38760 -5.67288 -1.00803
H -0.14392 -4.36904 -2.02499
H -1.65166 -5.05077 -2.67132
H -0.61597 -6.01550 -1.62028
H -0.32982 0.16791 -4.42349
H 0.50772 1.19665 -3.28518
H -2.42250 0.41112 -3.32358
H -1.66882 1.97555 -3.18818
H -5.03300 2.59741 -1.51400
H -4.27212 3.87373 -2.45865
H -4.52811 4.11269 -0.72438
H -0.89990 3.29864 -1.31423
H -2.01567 4.63176 -0.96778
H -1.87342 4.03289 -2.61759
H -4.78402 -0.53768 -0.91327
H -4.51319 -0.68264 0.82092
H -3.19969 -1.06762 -0.28854
H -4.05199 2.78230 0.98731
H -4.50953 1.29515 1.81844
H -5.49504 1.86810 0.47323
H 1.13493 -4.30460 -0.22502
H 2.30012 -5.33207 0.60770
H 2.67603 -4.74291 -1.01402
H 4.58036 -2.74487 1.55427
H 4.62656 -4.28951 0.72442
H 3.78058 -4.17240 2.26717
O -2.89324 1.49731 4.46119
C -2.52823 2.39334 3.50592
C -3.13067 3.64606 3.62448
C -2.84601 4.64566 2.71945
C -1.96624 4.40737 1.66359
C -1.38007 3.16432 1.53855
C -1.64464 2.13554 2.45166
C -0.83228 0.86727 2.40615
O -0.89083 0.16273 1.17777
N 0.60068 1.11637 2.64004
N 1.15839 1.53540 1.45915
C 2.10235 2.38082 1.44104
C 2.69898 2.74786 0.17158
Br 1.68352 2.06224 -1.29718
C 3.78534 3.52420 0.06408
C 4.57827 4.06335 -1.02832
C 4.46399 3.69739 -2.37578
C 5.27783 4.28283 -3.32720
C 6.21374 5.24279 -2.95892
C 6.34383 5.61110 -1.62813
C 5.53778 5.02055 -0.67234
H -2.43762 0.65521 4.39181
H -3.80780 3.80943 4.45226
H -3.30216 5.61939 2.83911
H -1.71905 5.20315 0.97396
H -0.67742 2.97530 0.73669
H -1.15908 0.16550 3.17588
H 0.70960 1.78822 3.39917
H 2.51380 2.84762 2.33805
H 4.14390 3.83921 1.04331
H 3.75392 2.94867 -2.68942
H 5.18705 3.99123 -4.36475
H 6.84436 5.69791 -3.71065
H 7.07407 6.35276 -1.33580
H 5.64565 5.30604 0.36712
*
```


# 3
Entry from the OMol25 dataset: C2H4CsNaO2 as an isolated structure in a non-equilibrium geometry (ωB97M-V/def2-TZVPD).

Orbital gap (spin up / spin down)   0.1614 / 0.3690 hartree
ΔE to the lowest compared entry with this formula, charge and spin   0.0 kcal per mole
LUMO (spin up / spin down)   -3.26 / -3.39 eV
Expectation value of S²   0.752

```
! wB97M-V def2-TZVPD RIJCOSX def2/J DEFGRID3
* xyz 1 2
O 0.88020 0.36203 0.33876
C 0.06571 -0.74125 -0.01801
C -1.37901 -0.37604 -0.14241
O -1.74143 0.78623 -0.15354
H 0.15193 -1.48273 0.79686
H 0.30704 -1.38798 -0.88159
H -2.09986 -1.21042 -0.22738
Cs -0.36391 3.52670 -0.44086
Na 3.13187 0.33241 -0.85557
H 1.04747 0.19106 1.58374
*
```


The records above yield E_tot values of -930.17880; -5677.28826; -411.23281 hartree, respectively.